Run w
{"formula": "C6H9N3", "method": "ωB97M-V/def2-TZVPD", "species": ["C", "C", "N", "C", "N", "H", "C", "H", "N", "C", "H", "H", "H", "H", "H", "H", "H", "C"], "positions_angstrom": [[-2.24, -0.42, -0.33], [-0.98, -1.42, -0.22], [-1.63, 0.40, 0.75], [-0.33, -0.39, 0.73], [2.84, -0.32, 0.22], [0.09, 2.77, -0.55], [-0.28, 1.88, -0.11], [-1.34, -2.26, 0.32], [-1.52, 1.70, 0.29], [1.91, 0.65, -0.10], [3.81, -0.21, -0.05], [-3.18, -0.88, -0.06], [2.43, 1.50, -0.54], [2.61, -1.32, 0.28], [0.10, -0.77, 1.73], [-0.49, -1.74, -1.14], [-2.37, 0.17, -1.30], [0.55, 0.65, 0.07]], "nbo_charge": [-0.214, -0.423, -0.276, -0.102, -0.814, 0.200, 0.030, 0.207, -0.236, 0.055, 0.389, 0.193, 0.192, 0.388, 0.210, 0.214, 0.198, -0.211], "homo_energy_ev": -7.411, "multiplicity": 1, "orbital_gap_ev": 8.14, "lumo_energy_ha": 0.027, "smiles": "N/C=C1/C=NN2CC[C@@H]12"}

***

Run x
{"formula": "C6H9N3", "method": "ωB97M-V/def2-TZVPD", "species": ["H", "C", "N", "H", "H", "N", "H", "C", "H", "C", "H", "H", "C", "H", "H", "N", "C", "C"], "positions_angstrom": [[-1.71, -0.26, 1.40], [0.17, -1.21, -0.56], [1.45, -1.60, -1.31], [1.93, 0.43, 3.09], [2.34, -1.50, -0.42], [-0.02, 1.18, 0.67], [-1.50, 0.70, -4.00], [-0.60, 0.26, -0.50], [0.54, -1.27, 0.50], [-1.49, 0.69, -2.80], [-0.52, -1.82, -0.86], [-2.11, 1.39, 0.43], [0.97, 0.89, 2.60], [0.35, 1.19, 3.33], [1.50, -1.05, -2.07], [1.05, 0.73, 1.37], [-1.38, 0.69, 0.79], [-0.94, 0.56, -1.68]], "nbo_charge": [0.219, -0.184, -0.809, 0.161, 0.369, -0.238, 0.269, -0.026, 0.197, -0.240, 0.173, 0.229, -0.110, 0.178, 0.352, -0.227, -0.242, -0.071], "homo_energy_ev": -8.470, "multiplicity": 1, "orbital_gap_ev": 9.42, "lumo_energy_ha": 0.035, "smiles": "C#C[C@]1(CN)CN1N=C"}

***

Run y
{"formula": "C6H9N3", "method": "ωB97M-V/def2-TZVPD", "species": ["C", "H", "H", "H", "C", "H", "C", "C", "H", "H", "H", "H", "N", "H", "C", "C", "N", "N"], "positions_angstrom": [[-2.03, 0.07, 1.47], [0.80, -1.64, -1.27], [2.06, 0.76, 0.42], [-1.39, -0.38, -0.39], [-1.22, 0.38, 0.32], [-2.83, 0.70, 1.75], [1.22, 0.49, -1.58], [1.18, 1.02, -0.07], [0.89, -1.00, -2.96], [1.26, 1.29, -2.42], [-1.46, 1.45, -0.14], [1.26, -1.51, 0.76], [0.18, 0.36, 0.85], [0.96, 2.13, -0.19], [0.95, -0.76, -1.92], [0.40, -0.94, 1.23], [-0.56, -1.53, 1.89], [-1.68, -0.88, 2.24]], "nbo_charge": [0.056, 0.200, 0.213, 0.204, -0.291, 0.190, -0.209, -0.245, 0.203, 0.213, 0.218, 0.203, -0.427, 0.215, -0.401, 0.214, -0.335, -0.220], "homo_energy_ev": -8.888, "multiplicity": 1, "orbital_gap_ev": 9.59, "lumo_energy_ha": 0.026, "smiles": "C=CCN1C=NN=CC1"}

***

Run z
{"formula": "C6H9N3", "method": "ωB97M-V/def2-TZVPD", "species": ["H", "H", "H", "H", "C", "H", "C", "H", "C", "H", "N", "C", "N", "H", "C", "H", "C", "N"], "positions_angstrom": [[0.54, -1.91, 0.78], [-0.72, 2.31, 0.75], [-1.07, 0.25, 1.71], [-0.28, 2.88, -1.33], [-0.05, 2.20, -0.25], [1.12, 2.35, 0.03], [0.09, -1.70, -0.20], [-2.38, -1.98, 0.30], [-1.42, -1.36, -0.13], [-1.76, -1.53, -1.15], [4.45, -0.56, 0.03], [0.74, -0.19, -0.21], [1.92, 0.46, 0.15], [-2.81, 0.55, 0.38], [3.39, -0.05, 0.03], [0.10, -2.53, -1.09], [-1.51, 0.06, 0.49], [-0.36, 0.74, -0.30]], "nbo_charge": [0.241, 0.210, 0.211, 0.232, -0.464, 0.278, -0.473, 0.242, -0.473, 0.229, -0.386, 0.528, -0.625, 0.243, 0.424, 0.270, -0.224, -0.464], "homo_energy_ev": -9.211, "multiplicity": 1, "orbital_gap_ev": 9.41, "lumo_energy_ha": 0.007}

***

Which of them is the most stable? Correct choice: run w.

***

Run w
{"formula": "C7H9N4OS", "method": "ωB97M-V/def2-TZVPD", "species": ["C", "H", "N", "O", "N", "C", "H", "H", "H", "N", "C", "H", "C", "H", "C", "H", "H", "C", "N", "H", "C", "S"], "positions_angstrom": [[1.12, 1.77, -0.10], [0.94, 2.45, 1.83], [1.07, 0.67, -0.84], [-1.58, -0.32, -0.96], [1.07, -0.57, 1.16], [0.95, 0.50, 1.92], [1.51, 0.68, -1.78], [1.48, 3.16, -1.66], [-3.57, -0.66, -1.50], [1.11, 1.76, 1.23], [0.77, -0.68, -0.31], [1.51, -1.38, -0.59], [-1.16, -2.36, -0.21], [1.37, 3.75, -0.07], [-2.70, -1.07, -1.04], [-0.62, -3.19, 0.19], [-3.21, -3.11, -0.58], [-2.52, -2.30, -0.47], [1.19, 2.96, -0.71], [1.20, -1.46, 1.47], [-0.68, -1.13, -0.52], [0.75, 0.53, 3.55]], "nbo_charge": [0.687, 0.443, -0.561, -0.380, -0.579, 0.220, 0.441, 0.437, 0.220, -0.577, 0.112, 0.234, -0.278, 0.420, 0.103, 0.236, 0.251, -0.286, -0.745, 0.423, 0.208, -0.030], "homo_energy_ev": -12.111, "charge": 1, "multiplicity": 1, "orbital_gap_ev": 8.54, "lumo_energy_ha": -0.131, "smiles": "[NH2+]=C1NC(=S)N[C@@H](c2ccco2)N1"}

***

Run x
{"formula": "C7H9N4OS", "method": "ωB97M-V/def2-TZVPD", "species": ["C", "H", "H", "S", "N", "C", "C", "H", "H", "H", "H", "H", "H", "C", "C", "H", "C", "N", "C", "O", "N", "N"], "positions_angstrom": [[-0.72, -1.11, -0.56], [0.88, -1.19, -2.88], [-0.94, -1.87, -1.30], [-2.22, -0.35, 1.82], [0.05, -0.06, -1.26], [-0.64, -0.40, 2.54], [0.15, 1.27, -0.92], [2.45, 0.03, 2.74], [-0.36, 1.68, -0.07], [1.92, 1.02, -3.52], [1.27, 2.89, -1.90], [-2.81, -1.28, -0.24], [-0.09, -1.56, 0.20], [-2.03, -0.58, 0.01], [0.96, 1.87, -1.83], [-2.29, 0.35, -0.48], [1.41, -0.16, 2.95], [-0.49, -0.64, 3.80], [0.76, -0.26, -2.36], [0.53, -0.10, 1.90], [1.33, 0.89, -2.71], [0.86, -0.45, 4.07]], "nbo_charge": [-0.221, 0.253, 0.235, 0.342, -0.273, 0.259, -0.040, 0.215, 0.264, 0.459, 0.266, 0.261, 0.250, -0.555, -0.044, 0.233, 0.275, -0.275, 0.255, -0.469, -0.451, -0.240], "homo_energy_ev": -12.191, "charge": 1, "multiplicity": 1, "orbital_gap_ev": 8.80, "lumo_energy_ha": -0.125, "smiles": "c1cn(CCSc2nnco2)c[nH+]1"}

***

Which of them is the most stable? Correct choice: run w.

***

Run w
{"formula": "C2H11N3O2", "method": "ωB97M-V/def2-TZVPD", "species": ["H", "H", "H", "C", "C", "N", "H", "H", "H", "H", "H", "N", "N", "H", "O", "O", "H", "H"], "positions_angstrom": [[0.22, -2.20, -1.54], [0.11, 1.11, 2.48], [1.28, 2.14, -0.43], [0.34, -0.57, -0.55], [0.24, 1.90, -0.68], [-0.25, -1.31, -1.40], [0.30, 1.82, -1.78], [2.34, -1.19, -0.38], [1.52, 1.10, 2.17], [-0.42, 2.70, -0.33], [1.23, -2.07, 0.45], [-0.12, 0.64, -0.04], [1.49, -1.13, 0.16], [-1.12, 0.46, 0.06], [-2.65, -1.74, 0.07], [0.89, 1.67, 2.62], [-1.89, -1.74, -0.53], [-3.49, -1.60, -0.36]], "nbo_charge": [0.352, 0.469, 0.198, 0.610, -0.404, -0.712, 0.182, 0.378, 0.469, 0.224, 0.375, -0.676, -0.907, 0.400, -0.989, -0.939, 0.491, 0.477], "homo_energy_ev": -9.599, "multiplicity": 1, "orbital_gap_ev": 10.14, "lumo_energy_ha": 0.020, "smiles": "[H]/N=C(\\N)NC.O.O"}

***

Run x
{"formula": "C2H11N3O2", "method": "ωB97M-V/def2-TZVPD", "species": ["N", "H", "O", "H", "H", "N", "H", "H", "H", "H", "H", "C", "H", "H", "H", "O", "N", "C"], "positions_angstrom": [[-0.78, 2.36, 1.07], [0.78, 0.45, 1.31], [3.50, -2.09, 1.17], [1.08, -1.32, -0.45], [-2.44, 1.76, -0.43], [0.25, 0.37, 0.45], [-0.64, -1.16, -0.77], [-0.20, -1.65, 0.82], [0.11, 2.54, 1.48], [-2.41, -0.52, -1.81], [4.30, -2.50, 0.81], [-0.84, 1.19, 0.34], [-1.51, -0.39, -2.85], [4.07, -1.45, 1.64], [-1.23, 3.12, 0.59], [-2.44, -0.69, -2.78], [-1.75, 1.02, -0.57], [0.13, -1.02, -0.01]], "nbo_charge": [-0.831, 0.379, -0.919, 0.213, 0.337, -0.610, 0.224, 0.192, 0.376, 0.487, 0.462, 0.592, 0.456, 0.458, 0.391, -0.952, -0.836, -0.419], "homo_energy_ev": -9.026, "multiplicity": 1, "orbital_gap_ev": 9.45, "lumo_energy_ha": 0.016, "smiles": "[H]/N=C(\\N)NC.O.O"}

***

Which of them is the most stable? Correct choice: run x.

***

Run w
{"formula": "C2H13NO3S", "method": "ωB97M-V/def2-TZVPD", "species": ["H", "N", "H", "H", "O", "H", "C", "H", "H", "H", "O", "H", "C", "H", "H", "H", "S", "H", "O", "H"], "positions_angstrom": [[-1.07, -0.38, 0.82], [-2.05, -1.10, -0.88], [-3.33, -3.74, 1.59], [-2.97, -0.73, -1.10], [3.96, -0.26, -0.37], [0.61, 0.88, -0.17], [-1.26, -0.08, -0.19], [-1.78, 0.88, -0.18], [3.18, 0.30, -0.32], [-2.22, -1.88, -0.25], [3.47, 3.60, 2.33], [3.55, 4.41, 1.81], [0.16, 0.10, -0.78], [3.62, 2.91, 1.68], [-1.19, 0.75, -2.62], [0.81, -0.76, -0.57], [0.13, 0.53, -2.53], [4.37, 0.04, -1.19], [-3.95, -3.13, 1.19], [-4.04, -2.33, 1.71]], "nbo_charge": [0.183, -0.845, 0.478, 0.359, -0.931, 0.197, -0.224, 0.184, 0.463, 0.373, -0.933, 0.467, -0.531, 0.466, 0.121, 0.219, -0.040, 0.469, -0.952, 0.477], "homo_energy_ev": -8.898, "multiplicity": 1, "orbital_gap_ev": 9.27, "lumo_energy_ha": 0.014, "smiles": "NCCS.O.O.O"}

***

Run x
{"formula": "C2H13NO3S", "method": "ωB97M-V/def2-TZVPD", "species": ["H", "H", "N", "H", "H", "H", "H", "C", "H", "H", "O", "O", "H", "H", "H", "C", "S", "H", "O", "H"], "positions_angstrom": [[-3.84, -0.07, 2.72], [1.24, -3.86, 1.32], [1.22, -0.58, -1.16], [-1.07, 0.99, -2.88], [-4.58, 0.29, 3.94], [2.23, 2.16, 2.06], [2.95, 1.07, -0.12], [1.91, 1.59, -0.20], [-2.23, 1.07, -3.85], [1.72, -1.20, -0.57], [0.77, -3.23, 0.68], [-4.32, -0.44, 3.42], [-0.07, 0.91, -0.87], [0.51, -1.13, -1.44], [0.48, 0.25, 0.74], [0.84, 0.50, -0.30], [1.56, 2.80, 1.05], [0.15, -3.79, 0.29], [-1.38, 0.64, -3.73], [1.92, 2.04, -1.10]], "nbo_charge": [0.463, 0.474, -0.819, 0.466, 0.464, 0.128, 0.220, -0.542, 0.466, 0.356, -0.939, -0.927, 0.156, 0.355, 0.169, -0.207, -0.031, 0.467, -0.932, 0.214], "homo_energy_ev": -9.080, "multiplicity": 1, "orbital_gap_ev": 9.54, "lumo_energy_ha": 0.017, "smiles": "NCCS.O.O.O"}

***

Which of them is the most stable? Correct choice: run w.